{
  "formula": "CHN4S",
  "method": "ωB97M-V/def2-TZVPD",
  "e_lumo_ev": [3.5, 3.5],
  "charge": -1,
  "symbols": ["C", "N", "N", "N", "N", "S", "H"],
  "positions_angstrom": [[-0.72326, 0.85350, 0.38935], [-0.44074, 1.89723, -0.16389], [-0.00352, -1.29305, -0.71790], [0.00301, 2.91740, -0.57968], [0.79193, -2.02708, -0.29454], [1.93275, -2.72617, 0.46076], [-1.56017, 0.37817, 0.90590]],
  "lowdin_charge": [-0.205, -0.468, 0.126, -0.081, -0.800, 0.463, -0.036]
}

=====

{
  "formula": "C4H10ClN2O",
  "method": "ωB97M-V/def2-TZVPD",
  "e_lumo_ev": -4.1,
  "charge": 1,
  "symbols": ["C", "C", "C", "C", "N", "N", "O", "Cl", "H", "H", "H", "H", "H", "H", "H", "H", "H", "H"],
  "positions_angstrom": [[-0.56836, -1.09514, 0.62380], [0.60776, -0.88596, 1.61827], [-0.23070, -0.63781, -0.82177], [-0.39464, 0.89075, -1.00207], [1.21442, 0.44485, 1.30095], [0.41151, 1.78601, -1.57266], [-1.11535, -1.03804, -1.79405], [-0.12277, 1.60437, 1.21072], [-0.66197, -2.28019, 0.57787], [-1.35923, -0.52009, 0.99326], [0.18963, -0.97534, 2.56932], [1.26006, -1.59723, 1.28921], [0.88742, -0.81371, -1.05332], [-1.48441, 1.27899, -0.96946], [0.07912, 2.72560, -1.73703], [1.41038, 1.80608, -1.66926], [1.91315, 0.62419, 2.00707], [-2.03601, -1.31735, -1.57082]],
  "lowdin_charge": [-0.158, -0.234, -0.387, -0.184, -0.318, 0.153, 0.009, 0.806, 0.184, 0.063, 0.104, 0.092, 0.187, 0.171, 0.135, 0.138, 0.085, 0.154]
}

=====

{
  "formula": "C31H46LaN2O6P2",
  "method": "ωB97M-V/def2-TZVPD",
  "e_lumo_ev": -4.0,
  "charge": 1,
  "symbols": ["La", "C", "C", "C", "C", "C", "C", "H", "H", "H", "C", "H", "H", "H", "C", "H", "H", "H", "C", "H", "H", "H", "C", "H", "H", "H", "C", "C", "C", "C", "C", "C", "C", "C", "H", "H", "H", "H", "H", "H", "H", "H", "H", "H", "H", "H", "P", "P", "C", "C", "H", "H", "H", "H", "C", "H", "H", "H", "C", "H", "H", "H", "C", "H", "H", "H", "C", "H", "H", "H", "O", "C", "O", "C", "C", "C", "C", "C", "C", "N", "O", "O", "N", "O", "O", "H", "H", "H"],
  "positions_angstrom": [[0.34704, -1.32123, 1.02263], [-1.54011, -0.06844, 2.20307], [-1.83340, -0.12804, 0.81041], [-1.80076, -2.30489, 1.63303], [-1.45738, -1.40943, 2.70150], [-2.01531, -1.50766, 0.44876], [-1.54583, 1.18833, 2.99687], [-2.38262, 1.83737, 2.69420], [-0.62512, 1.77222, 2.85113], [-1.64319, 0.98177, 4.07004], [-0.94571, -1.78241, 4.04512], [-1.23537, -1.03371, 4.79729], [0.16117, -1.84043, 4.08448], [-1.32489, -2.76397, 4.35939], [-1.53530, -3.76629, 1.68487], [-1.68323, -4.12959, 2.71189], [-0.49724, -4.03455, 1.37684], [-2.23134, -4.29257, 1.02143], [-2.29517, -1.98924, -0.93513], [-3.34693, -2.30870, -1.01942], [-1.65912, -2.83646, -1.24348], [-2.14526, -1.19162, -1.67739], [-2.05308, 1.05326, -0.07181], [-3.13537, 1.16378, -0.26066], [-1.54410, 0.96716, -1.04527], [-1.69575, 1.97333, 0.40916], [2.42280, 2.58968, -1.31698], [1.30064, 3.25107, -1.02069], [0.15712, 3.65367, -1.91075], [0.18204, 3.10936, -3.34721], [-0.10431, 1.64556, -3.46117], [0.75494, 0.60201, -3.42695], [2.08926, 0.53710, -2.73074], [2.80580, 1.88862, -2.59902], [0.15205, 4.75447, -1.96324], [1.09257, 3.43920, -3.86400], [-0.79201, 3.36669, -1.42708], [2.64140, 2.52746, -3.47391], [3.16213, 2.44027, -0.51403], [1.17497, 3.57651, 0.01830], [3.89334, 1.71720, -2.53939], [1.97664, 0.08206, -1.72204], [0.38773, -0.37123, -3.79281], [2.73828, -0.17938, -3.27239], [-0.63658, 3.61684, -3.87809], [-1.16168, 1.41691, -3.66818], [3.24482, -0.50672, -5.64275], [2.45322, -3.10279, -6.74375], [3.95880, -0.85437, -7.35242], [3.88574, -2.33164, -7.67198], [4.99510, -0.49826, -7.36782], [3.39055, -0.27102, -8.08664], [3.72868, -2.49304, -8.74455], [4.80311, -2.85722, -7.38311], [2.78366, -4.75486, -7.48655], [1.94785, -5.42165, -7.25831], [3.69852, -5.16774, -7.05085], [2.90477, -4.67322, -8.57437], [1.22324, -2.59347, -8.02609], [1.65616, -2.71308, -9.02691], [0.90481, -1.55677, -7.88715], [0.34932, -3.24536, -7.93529], [4.90732, -0.23892, -4.88068], [4.83648, 0.14525, -3.85688], [5.47762, 0.46013, -5.50690], [5.42291, -1.20933, -4.85668], [2.71776, 1.20813, -6.08947], [2.31912, 1.18393, -7.11385], [3.57726, 1.88909, -6.04507], [1.91529, 1.56012, -5.43114], [2.43593, 2.25570, 1.76573], [2.04809, 1.30872, 2.43184], [1.84550, 0.07238, 1.98551], [1.72397, 1.47677, 3.90270], [1.80781, 0.42444, 4.83248], [1.36995, 0.62566, 6.15351], [0.84147, 1.85159, 6.57351], [0.72324, 2.86903, 5.62393], [1.24029, 2.72046, 4.32082], [-0.15195, 3.97111, 5.92950], [-0.60903, 4.06339, 7.08757], [-0.43177, 4.77238, 5.01532], [1.29982, -0.52821, 7.02373], [1.60963, -1.64167, 6.53575], [0.92487, -0.37840, 8.20384], [2.21578, -0.54297, 4.54693], [0.46500, 1.97829, 7.58134], [1.24754, 3.55878, 3.62603]],
  "lowdin_charge": [2.151, -0.310, -0.352, -0.370, -0.354, -0.380, 0.003, 0.110, 0.076, 0.093, -0.014, 0.098, 0.080, 0.097, -0.029, 0.098, 0.082, 0.106, -0.017, 0.113, 0.091, 0.085, -0.012, 0.117, 0.068, 0.086, -0.096, -0.110, -0.186, -0.201, -0.115, -0.144, -0.221, -0.192, 0.122, 0.108, 0.095, 0.091, 0.098, 0.094, 0.105, 0.092, 0.102, 0.034, 0.116, 0.107, 0.814, 0.767, -0.432, -0.461, 0.072, 0.069, 0.071, 0.077, -0.342, 0.028, 0.032, 0.038, -0.312, 0.040, 0.027, 0.033, -0.290, 0.012, 0.042, 0.046, -0.276, 0.036, 0.050, -0.001, 0.095, -0.538, -0.324, -0.112, 0.070, -0.117, 0.111, -0.112, 0.076, -0.312, 0.084, 0.080, -0.305, 0.049, 0.095, 0.126, 0.138, 0.143]
}

=====

Calculated F_max, 6.8 4.4 5.7 eV Å⁻¹ (same order as the records).
Calculated energy above the lowest of the compared OMol25 structures with the same formula, charge and spin, 357.3 316.1 203.0 kJ/mol (same order as the records).